No. 1
A molecular structure, C29H23BrN5ORhS, computed with ωB97M-V/def2-TZVPD.

HOMO energy (alpha / beta) = -12.986 / -14.046 eV
energy relative to the best compared isomer or geometry (same formula, charge and spin) = 19.4 kcal/mol
frontier orbital gap (alpha / beta) = 6.5 / 5.2 eV
expectation value of S² = 6.060
LUMO level (alpha / beta) = -6.470 / -8.845 eV
maximum force = 0.88 eV/Å

The geometry in ORCA input format:
```
! RIJCOSX wB97M-V def2-TZVPD def2/J DEFGRID3
* xyz 2 5
C 1.131 3.045 2.032
C 2.259 2.540 1.171
Br -4.341 -3.063 5.685
H -5.368 -3.430 0.830
C 3.886 -1.992 -1.372
C -3.930 2.185 -0.856
C -5.155 -2.766 1.658
N 2.361 -0.386 -0.598
C -2.888 -0.041 -1.098
H -3.846 -1.962 -1.385
O -0.342 2.529 -1.064
H -2.646 3.883 -1.079
C 4.844 -1.966 -3.542
C -4.653 -1.004 3.770
H -1.717 -3.116 -1.900
Rh 1.107 1.167 -0.835
C 2.362 2.930 -0.189
C 4.525 1.845 -0.355
H -4.834 2.769 -0.748
H 1.458 3.946 2.554
H 0.422 -1.871 -1.723
H -4.954 -4.328 3.099
H -4.904 0.574 2.339
C 4.437 1.494 0.984
H -4.449 -0.338 4.597
N -0.480 -0.072 -1.285
H 5.408 1.596 -0.929
C -5.132 -1.375 1.437
H 5.267 0.988 1.461
C 4.730 -2.577 -2.306
H 1.721 3.722 -0.560
C -4.669 -2.386 3.973
H 3.269 1.561 2.782
C -1.727 -2.068 -1.634
C -4.039 0.782 -0.768
C -0.523 -1.371 -1.553
H 0.852 2.321 2.799
N 1.723 -1.031 1.565
H 4.229 -0.353 -4.815
N -5.214 0.273 -0.299
C -2.911 -1.420 -1.360
H 1.898 -1.617 2.364
C 3.165 -0.839 -1.659
C -4.925 -3.263 2.919
C -2.715 2.804 -1.017
C 3.268 -0.246 -2.910
C 2.452 -1.183 0.443
N -5.312 -0.905 0.181
C -1.649 0.602 -1.144
C -1.527 2.037 -1.065
C 4.123 -0.810 -3.840
H 2.674 0.630 -3.154
C 3.493 2.561 -0.940
H 1.204 -0.180 1.703
C 3.309 1.820 1.731
H 3.600 2.937 -1.950
H 5.276 -3.482 -2.078
H 5.500 -2.398 -4.285
S 3.539 -2.514 0.259
C -4.900 -0.494 2.518
H 0.254 3.307 1.442
*
```



No. 2
A molecular structure, C29H23ClFeN5O6P, computed with ωB97M-V/def2-TZVPD.

HOMO energy = -8.500 eV
energy relative to the best compared isomer or geometry (same formula, charge and spin) = 0.0 kcal/mol
frontier orbital gap = 8.5 eV
LUMO level = 0.005 eV
maximum force = 0.84 eV/Å

The geometry in ORCA input format:
```
! RIJCOSX wB97M-V def2-TZVPD def2/J DEFGRID3
* xyz 0 1
C 2.936 -0.709 0.282
O 2.295 2.065 -0.853
H -0.344 2.266 -2.070
O -2.504 0.478 3.013
C 2.487 -5.389 -0.528
H 2.526 -0.554 4.053
H 5.032 -0.974 0.569
H 0.610 -2.954 1.796
H -5.982 0.211 -0.413
H -4.233 -3.819 1.209
C 1.940 -4.624 1.680
C 3.962 -0.763 2.434
H 1.058 -1.387 -4.992
C 2.705 -0.600 2.989
C 1.025 -3.489 -0.243
C -4.217 -0.078 -1.607
H 0.174 2.783 -4.437
H -2.283 -0.299 -2.498
C -2.836 -0.136 -1.584
C 0.691 0.732 -4.884
P -0.117 -2.202 -0.855
C -1.660 -3.165 -0.896
C -3.273 -4.610 -1.942
O 0.190 1.908 0.298
O 0.034 -0.477 3.911
C 0.258 1.771 -4.071
Fe -0.072 -0.111 -0.133
C -2.442 -3.135 0.257
C 4.075 -0.836 1.053
H -4.624 0.443 1.713
C 1.147 -3.627 1.137
H -4.980 -5.128 -0.753
N -2.124 -0.004 -0.463
H -2.118 -2.546 1.109
H 2.027 -4.712 2.755
C -2.793 0.179 0.684
H 3.249 -6.274 1.269
N 1.727 -0.526 0.809
N 0.350 -2.016 -2.487
H -3.600 -5.180 -2.801
O 1.000 3.980 -0.406
C -4.902 0.149 -0.423
H -1.486 -3.919 -2.900
C 1.616 -0.491 2.143
H 4.839 -0.836 3.063
C -0.031 1.490 -2.753
C 0.421 -0.744 -3.037
C -1.982 0.171 1.963
C 1.685 -4.396 -1.069
C -4.173 0.280 0.745
Cl 1.434 2.718 0.090
O 2.066 2.832 1.357
N 0.073 0.262 -2.232
C 0.216 -0.377 2.716
H 1.583 -4.355 -2.147
H 0.823 -2.745 -2.995
C -4.048 -4.580 -0.791
C -3.630 -3.846 0.311
H 2.988 -0.747 -0.800
N -0.698 -0.225 1.708
C 0.764 -0.549 -4.375
H 3.002 -6.080 -1.182
C 2.621 -5.500 0.848
H -4.739 -0.206 -2.545
C -2.079 -3.905 -1.994
H 0.953 0.915 -5.918
*
```



No. 3
A molecular structure, C29H23ClIrN2O3PS2, computed with ωB97M-V/def2-TZVPD.

HOMO energy = -7.905 eV
energy relative to the best compared isomer or geometry (same formula, charge and spin) = 20.8 kcal/mol
frontier orbital gap = 8.0 eV
LUMO level = 0.060 eV
maximum force = 0.75 eV/Å

The geometry in ORCA input format:
```
! RIJCOSX wB97M-V def2-TZVPD def2/J DEFGRID3
* xyz 0 1
C 0.335 6.668 0.551
H 2.469 -3.763 -4.924
C -1.077 -3.915 0.695
Ir 0.529 0.377 0.439
H -3.726 -3.772 2.804
H 0.128 -4.117 -4.204
H -3.860 -0.065 -3.737
H 2.411 5.448 0.432
N -1.187 0.994 -0.599
C -1.294 -1.717 1.671
S -2.426 -1.237 -1.402
C 2.526 -2.097 2.434
H -2.561 -5.340 1.287
H -0.548 -4.610 0.053
O 1.754 4.746 0.379
H -1.055 8.283 0.658
H 1.998 -4.474 0.082
C -2.169 0.469 -1.227
C 0.829 -3.614 -3.550
H 4.059 -2.609 -3.421
C -0.601 4.458 0.290
H -5.321 0.453 -2.873
N -1.303 2.406 -0.637
C -1.872 5.030 0.281
C 0.407 -3.165 -2.306
C -0.468 2.983 0.174
H 3.407 -5.767 1.622
C 3.322 -2.830 3.302
O -1.387 0.515 2.488
H 4.274 -4.714 3.690
H -0.611 -3.324 -2.004
C -2.049 6.396 0.412
H 1.205 7.308 0.649
H -2.722 4.370 0.174
C -2.401 -2.142 2.398
H -4.764 -0.954 -0.949
C 1.304 -2.523 -1.456
C -0.936 7.212 0.551
C -2.201 -4.325 1.395
C 3.162 -4.738 1.855
C 3.647 -4.148 3.013
C -4.285 0.140 -2.755
S -3.381 1.513 -1.982
C 2.364 -4.007 0.990
Cl 2.843 0.575 0.717
H 3.690 -2.365 4.206
C 3.035 -2.770 -3.109
C 2.048 -2.677 1.265
C -4.171 -1.072 -1.856
C -0.640 -2.605 0.826
C -0.859 -0.245 1.732
H -2.897 -1.436 3.052
C 0.514 5.294 0.419
O 0.411 2.389 0.892
H -3.044 6.819 0.412
H 3.316 -1.814 -1.208
C 2.142 -3.416 -3.953
C 2.620 -2.325 -1.865
P 0.855 -1.843 0.150
H 2.280 -1.072 2.680
C -2.857 -3.440 2.250
H -4.459 -1.996 -2.356
*
```



No. 4
A molecular structure, C29H23CrN8O3S, computed with ωB97M-V/def2-TZVPD.

HOMO energy (alpha / beta) = -9.952 / -9.939 eV
frontier orbital gap (alpha / beta) = 6.4 / 6.2 eV
expectation value of S² = 6.017
LUMO level (alpha / beta) = -3.537 / -3.706 eV
maximum force = 2.98 eV/Å

The geometry in ORCA input format:
```
! RIJCOSX wB97M-V def2-TZVPD def2/J DEFGRID3
* xyz 1 5
C -4.197 -1.832 -2.284
C 0.009 -4.503 -0.772
H 2.958 6.072 -0.082
H -5.475 -1.992 1.355
H 3.881 -2.939 -2.494
H 3.651 -2.197 -0.134
O 2.287 -0.056 5.473
N -0.521 2.747 0.347
C -0.581 -3.449 -1.453
H 0.671 -5.244 1.130
H -2.684 5.290 0.656
H 3.305 1.678 -2.544
H -2.275 4.834 3.074
C 3.059 -1.744 -0.917
N 3.452 5.692 -0.877
C 3.038 2.553 -1.982
N 3.806 3.620 -1.887
O 2.744 -2.012 4.367
C -0.174 -3.283 1.294
C 1.982 -0.163 3.139
C 2.407 -0.834 4.526
H -0.727 2.998 3.700
H 0.865 1.396 4.079
C 0.645 1.380 1.918
C 1.130 0.936 3.137
C 3.185 -2.157 -2.226
C 2.400 -1.549 -3.207
C 1.577 -0.513 -2.835
H 3.108 -1.560 1.988
C -0.916 3.228 2.661
H -6.894 -2.794 -0.492
H -0.019 -3.215 2.364
C -0.747 -2.217 0.617
C -5.916 -2.386 -0.705
H 2.443 -1.871 -4.237
H 0.977 0.018 -3.567
H -1.488 3.921 -1.034
C -0.293 2.489 1.664
Cr 0.401 1.479 -0.901
C -5.114 -1.939 0.338
N 1.891 2.712 -1.297
C 2.422 -0.724 1.953
H 4.455 5.806 -0.866
N 3.086 4.413 -1.138
C -3.849 -1.442 0.079
C -1.353 3.740 0.025
C -1.780 4.250 2.312
H -6.108 -2.641 -2.825
C -3.396 -1.415 -1.231
C 0.213 -4.420 0.599
N 1.018 0.768 0.786
H 0.313 -5.388 -1.316
H -3.825 -1.780 -3.300
H -3.227 -1.076 0.883
C 2.172 -0.718 -0.596
N 1.945 3.922 -0.754
N 1.462 -0.079 -1.573
C 1.915 -0.233 0.759
O -1.396 0.314 -0.865
C -0.946 -2.309 -0.752
C -2.007 4.508 0.965
S -1.709 -0.948 -1.657
H -1.021 -1.313 1.145
H -0.766 -3.512 -2.518
C -5.469 -2.315 -2.016
*
```